Below is 40 unconnected molecules or ions with the total composition H80O40 in a non-equilibrium geometry, with properties calculated with wB97M-V/def2-TZVPD.

```
! wB97M-V def2-TZVPD RIJCOSX def2/J DEFGRID3
* xyz 0 1
H -5.308 -1.010 4.097
H -3.764 -1.155 4.508
O -4.773 -1.445 4.701
H 3.707 3.439 -2.152
H 4.287 3.470 -3.497
O 4.090 4.023 -2.842
H 1.287 4.518 1.165
H 0.530 3.237 1.208
O 0.573 4.008 1.749
H -1.827 -3.720 -4.848
H -2.964 -2.708 -5.110
O -2.194 -2.956 -5.444
H -4.831 -3.993 -2.420
H -4.436 -3.507 -1.144
O -4.309 -4.319 -1.696
H -2.314 -1.672 2.929
O -2.126 -2.272 3.411
H 4.195 0.963 -3.012
O 3.214 1.065 -3.024
H 2.031 2.152 1.728
H 3.037 3.010 1.308
O 2.810 2.252 1.804
H 3.992 -1.806 2.239
H 5.202 -2.710 1.753
O 4.617 -1.812 1.482
H 0.068 0.290 -2.279
H -0.428 -0.954 -1.601
O 0.196 -0.639 -2.189
H -4.909 -0.733 1.325
H -6.236 -0.749 0.815
O -5.484 -1.438 1.047
H 1.960 2.295 3.881
O 1.466 1.463 3.724
H 4.096 1.912 0.198
H 3.912 1.335 -1.209
O 4.382 2.032 -0.771
H 1.000 -2.379 3.192
H -0.450 -2.112 2.787
O 0.310 -1.817 2.597
H -3.247 1.164 2.984
H -3.731 1.625 4.182
O -3.986 0.990 3.589
H -4.942 1.622 -3.310
H -4.556 3.011 -2.515
O -5.318 2.383 -2.709
H 6.289 0.096 -1.873
H 5.275 -0.171 -0.720
O 5.369 -0.123 -1.648
H -1.921 -2.937 -2.597
H -1.956 -1.907 -1.575
O -2.217 -1.988 -2.498
H -1.282 -1.910 1.145
O -1.046 -2.303 0.164
H 1.318 -1.952 -5.938
H 0.517 -2.453 -4.541
O 0.923 -1.658 -5.082
H 1.611 0.226 -0.573
O 0.894 0.909 -0.264
H 3.247 -2.727 0.597
H 2.252 -1.511 0.822
O 2.699 -1.978 0.161
H -1.891 -5.712 1.275
H -2.330 -4.383 0.663
O -1.922 -5.260 0.579
H -0.564 -0.094 2.197
H -1.342 0.395 0.976
O -1.339 -0.153 1.681
H -1.145 3.674 -3.157
H -0.897 3.645 -1.553
O -1.666 3.721 -2.382
H -4.629 -4.607 1.116
H -4.676 -3.161 0.746
O -3.973 -3.884 0.880
H 0.417 4.553 -2.493
H -0.571 4.935 -1.157
O 0.297 4.986 -1.603
H 3.102 -2.278 -1.925
H 4.583 -2.078 -2.192
O 3.724 -1.883 -2.675
H 2.054 -4.617 0.032
H 2.846 -4.918 1.297
O 2.096 -4.329 0.973
H 2.374 -3.145 5.699
H 2.936 -2.126 4.770
O 2.127 -2.647 4.982
H 0.110 3.663 4.306
H -0.790 4.723 4.856
O -0.855 4.064 4.178
H 1.175 1.740 -2.609
O 0.522 2.287 -2.213
H 0.467 2.147 -4.344
H 1.069 3.079 -5.344
O 0.309 2.746 -5.037
H -0.140 -2.497 0.101
H -2.820 -2.661 3.840
H 0.356 0.357 0.220
H 2.893 0.134 -2.989
H 1.851 0.992 4.464
H 0.304 1.815 -1.418
O 2.442 4.434 -0.169
H 3.122 4.327 -0.909
H 1.791 4.259 -0.910
O 1.277 -5.692 -3.060
H 1.320 -4.993 -3.625
H 0.454 -5.515 -2.617
O -0.794 -4.896 -1.780
H -0.807 -4.407 -1.016
H -1.137 -5.675 -1.402
O -0.945 5.595 0.425
H -1.313 6.393 0.424
H -0.767 5.090 1.238
O -4.076 4.550 -1.921
H -4.391 4.692 -2.780
H -3.325 5.131 -1.814
O 2.999 -0.163 5.681
H 2.149 0.235 5.567
H 3.508 0.630 5.409
O -2.347 2.691 2.726
H -2.258 3.326 2.051
H -1.770 2.804 3.529
*
```

Summary:
Electronic energy = -83186.343 eV
Energy above the lowest of the compared OMol25 structures with the same formula, charge and spin = 1878.79 kJ/mol
Orbital gap = 9.4 eV

Mulliken population analysis, charges in e, atoms 1 to 6: H 0.296; H 0.318; O -0.622; H 0.307; H 0.302; O -0.630

Below is a molecular structure, C6H10LiNaO3 in a non-equilibrium geometry, with properties calculated with wB97M-V/def2-TZVPD.

```
! wB97M-V def2-TZVPD RIJCOSX def2/J DEFGRID3
* xyz 0 1
C -3.388 -0.167 0.123
C -2.217 0.222 -0.444
C -0.924 0.320 0.258
C 0.176 0.916 -0.317
O 1.428 0.844 0.010
O -4.549 -0.315 -0.476
Li -6.214 -0.705 -0.454
Na 2.351 -1.072 -0.447
H -3.343 -0.482 1.186
H -2.209 0.403 -1.527
H 0.340 -1.361 1.142
H -0.026 1.508 -1.239
C 2.675 -1.499 2.611
C 1.562 -2.480 2.284
O 0.948 -2.183 1.037
H 2.859 -1.466 3.694
H 3.621 -1.804 2.133
H 2.409 -0.481 2.286
H 0.799 -2.459 3.079
H 1.960 -3.505 2.231
H -0.957 -0.071 1.283
*
```

Summary:
Electronic energy = -17147.145 eV
Energy above the lowest of the compared OMol25 structures with the same formula, charge and spin = 0.00 kJ/mol
Orbital gap = 4.1 eV

natural (NBO) population analysis, charges in e, atoms 1 to 6: C 0.155; C -0.350; C -0.473; C 0.208; O -0.932; O -1.055

Below is a molecular structure, C2H12BaO12 in a non-equilibrium geometry, with properties calculated with wB97M-V/def2-TZVPD.

```
! wB97M-V def2-TZVPD RIJCOSX def2/J DEFGRID3
* xyz -1 2
Ba -0.467 -0.269 0.222
C 0.025 -2.041 -2.403
O 0.424 -1.912 -3.601
O 0.751 -2.377 -1.480
O -0.998 -1.478 -2.205
C 2.092 1.519 -1.639
O 1.881 0.454 -1.083
O 2.083 1.512 -2.863
O 2.322 2.550 -1.079
O -0.658 2.004 -1.331
H -0.917 2.926 -1.307
H 0.099 1.983 -1.915
O -0.280 -2.998 1.112
H -0.003 -3.432 0.305
H -0.187 -3.669 1.789
O -3.076 -1.222 0.398
H -3.350 -2.082 0.717
H -3.731 -0.990 -0.260
O -1.443 0.554 2.615
H -0.882 1.259 2.940
H -2.323 0.931 2.611
O 1.771 -0.246 1.835
H 2.375 -0.933 2.115
H 2.292 0.312 1.258
O 0.361 2.493 0.976
H 0.710 2.565 1.865
H 1.127 2.585 0.409
*
```

Summary:
⟨S²⟩ = 0.76
Electronic energy = -27534.282 eV
Orbital gap (alpha / beta) = 2.6 / 2.6 eV

natural (NBO) population analysis, charges in e, atoms 1 to 6: Ba 1.831; C 0.899; O -0.894; O -0.943; O -0.945; C 0.860

Below is 2 unconnected molecules or ions with the total composition C4H12IN5 in a non-equilibrium geometry, with properties calculated with wB97M-V/def2-TZVPD.

```
! wB97M-V def2-TZVPD RIJCOSX def2/J DEFGRID3
* xyz 2 1
C 0.024 -1.392 0.105
C 1.134 0.840 0.104
C -2.276 -1.956 -0.489
C 0.884 3.211 0.300
N 0.257 -2.593 0.594
N -1.137 -1.054 -0.410
N 0.386 1.847 0.282
N 1.079 -0.475 0.117
N 3.697 1.362 -0.344
I 4.568 -0.342 -0.129
H -2.079 -2.775 -1.184
H -2.520 -2.361 0.493
H -3.138 -1.404 -0.852
H 0.402 3.798 -0.484
H 0.645 3.668 1.261
H 1.962 3.209 0.156
H -0.447 -3.321 0.552
H 1.105 -2.828 1.088
H -1.226 -0.181 -0.911
H -0.612 1.785 0.521
H 2.019 -0.913 0.146
H 3.665 1.658 -1.324
*
```

Summary:
Electronic energy = -19873.485 eV
Energy above the lowest of the compared OMol25 structures with the same formula, charge and spin = 338.62 kJ/mol
Orbital gap (alpha / beta) = 7.0 / 7.8 eV

natural (NBO) population analysis, charges in e, atoms 1 to 6: C 0.687; C 0.684; C -0.452; C -0.423; N -0.718; N -0.508